8 unconnected molecules or ions with the total composition C48H120O32P8 at a distorted geometry, computed with ωB97M-V/def2-TZVPD.

Last column: Löwdin charge in e.
Element x y z (Å)
H 17.23495 -11.06357 24.17857  0.0452
H 20.94701 -15.85765 21.69691  0.0824
P 8.88593 -9.69416 22.03051  0.4156
H 5.21698 -18.93794 23.98850  0.0732
O 16.67034 -13.32831 24.36486  -0.1811
C 11.63334 -7.59493 20.69006  -0.0633
H 22.70383 -11.12796 26.18867  0.0790
C 19.02402 -13.18095 23.89592  -0.0572
H 11.94378 -17.62136 18.56329  0.0676
H 23.51384 -10.07859 27.14479  0.0819
H 7.23079 -16.12350 16.58292  0.0710
O 8.33614 -15.24858 19.27124  -0.1954
H 21.74959 -18.18392 21.08553  0.1216
P 13.20712 -12.88347 30.31329  0.3927
H 14.01667 -12.46667 26.71511  0.0999
H 22.48200 -11.41132 27.96226  0.0819
O 18.08905 -18.96360 20.16450  -0.2463
H 10.58260 -17.18289 23.19784  0.0662
H 15.19052 -13.37637 33.35670  0.0680
C 12.59355 -16.77389 18.77936  -0.0918
H 17.55335 -5.32120 20.98127  0.0754
C 13.48783 -14.92352 28.56631  -0.2578
H 21.05724 -22.17631 20.59874  0.1202
H 20.22092 -4.92606 25.34028  0.0758
O 17.91293 -19.88831 22.59359  -0.1979
C 12.37316 -14.94293 27.52255  -0.0714
C 19.85141 -22.04810 18.76772  -0.0577
H 12.61084 -14.68789 18.89144  0.1004
H 15.76668 -12.06282 17.85152  0.0698
H 12.47008 -13.83180 22.83946  0.0630
H 10.98024 -8.74832 23.42992  0.0904
H 9.22092 -13.76267 26.51133  0.1094
O 16.05584 -9.04466 18.88611  -0.1771
O 19.14675 -9.08982 25.21417  -0.1838
H 18.85503 -9.74455 23.32588  0.1195
H 12.31441 -11.07120 26.01547  0.0679
O 10.36593 -9.49694 21.46924  -0.1977
C 13.03383 -13.99447 21.92588  -0.0502
H 19.54688 -16.55675 22.39687  0.0620
H 21.12634 -16.88135 23.14035  0.0841
C 13.20445 -13.97878 32.73002  -0.2329
H 16.50268 -9.78203 16.29099  0.0737
C 5.32936 -16.83297 23.93349  -0.2882
O 14.77353 -12.65906 30.35634  -0.1910
C 17.43956 -18.70923 23.23640  -0.2864
H 9.62726 -7.28685 25.25573  0.0813
C 16.28851 -12.59373 18.66166  -0.0578
C 8.03473 -12.12616 21.26026  -0.2035
H 11.36533 -15.06182 27.91291  0.0840
H 13.24524 -16.83102 19.64722  0.0763
C 5.39732 -18.19962 23.20313  -0.0590
H 7.78341 -13.63711 18.06815  0.1142
P 15.90404 -9.63666 20.33637  0.3938
H 20.12897 -17.59254 20.40769  0.1116
H 10.93458 -9.31875 19.50158  0.1135
C 17.84863 -14.08301 24.21916  -0.2998
H 7.32896 -14.12746 21.35032  0.0708
H 7.79980 -14.66686 28.50371  0.1129
H 11.30013 -7.64043 25.40149  0.0747
C 10.60895 -8.67436 20.31894  -0.2499
C 17.04356 -10.01158 24.37582  -0.0583
H 6.14495 -14.87464 16.69053  0.0723
H 17.79405 -14.89231 23.46948  0.1065
C 13.27652 -10.84726 25.54349  -0.0484
H 13.26755 -16.95843 17.92814  0.0845
H 18.84230 -12.54535 23.02799  0.0750
H 7.05828 -11.64232 21.21558  0.1144
C 10.32719 -9.10810 24.22493  -0.2610
H 18.46282 -6.85176 20.96857  0.0799
O 14.94609 -14.79727 23.16154  -0.1655
O 15.33170 -14.91010 25.77651  -0.2165
H 12.64467 -14.89846 32.56402  0.1158
H 18.01523 -8.21270 23.71974  0.1064
H 15.79069 -9.67070 31.63377  0.0795
H 6.21100 -15.95334 18.06084  0.0804
H 14.47461 -14.57452 28.26275  0.1051
H 15.10921 -10.89154 29.45696  0.1135
H 12.71578 -13.45056 21.03544  0.0823
O 16.85491 -8.67374 21.14898  -0.1865
H 4.70681 -18.27029 22.37264  0.0759
H 4.31501 -16.75839 24.33920  0.1204
H 17.27922 -17.93892 22.47926  0.1090
O 6.13020 -16.73737 25.08872  -0.1654
H 10.69409 -15.52327 25.10240  0.0751
P 6.60839 -15.32506 25.66619  0.4081
C 17.26884 -11.62855 19.22834  -0.2701
H 11.15130 -13.81475 25.21902  0.0629
H 6.45017 -18.35072 22.95214  0.0606
H 6.28514 -15.14768 29.09309  0.1123
C 6.09420 -13.30624 28.10364  -0.0796
H 18.07631 -14.81827 25.00438  0.1228
H 20.93521 -20.58125 20.01073  0.1046
H 17.74662 -10.89795 18.57046  0.1171
H 11.17639 -17.83207 20.84130  0.0927
O 8.69333 -11.25609 22.25825  -0.2057
O 9.38138 -16.90289 20.92465  -0.1848
H 20.07216 -4.30567 27.00284  0.0719
H 20.59883 -22.64930 18.25927  0.0762
H 16.13883 -9.76670 23.82129  0.0835
H 20.48503 -10.27535 27.18320  0.1153
H 7.38328 -13.38400 22.91706  0.0731
H 19.58576 -21.15533 18.19455  0.0769
O 19.19408 -21.30168 20.94290  -0.1727
O 14.22024 -12.90946 24.64375  -0.1800
H 6.70743 -12.42558 27.92337  0.0758
C 7.92399 -13.45349 21.97785  -0.0612
O 10.71074 -15.38479 19.43465  -0.1953
H 9.23657 -18.32733 23.11772  0.0739
H 18.21005 -18.35921 23.93136  0.1159
H 10.29839 -14.34117 23.83826  0.0574
O 13.01266 -14.40447 29.80569  -0.1842
H 10.93316 -18.96215 22.99806  0.0843
H 10.08474 -8.54366 26.33270  0.0753
H 8.53173 -12.06604 20.29572  0.1162
H 8.65002 -13.16973 25.00645  0.1175
O 5.74838 -14.20551 25.17558  -0.2489
C 10.25734 -18.13513 22.78697  -0.0385
C 14.71978 -14.24472 32.89895  -0.0676
C 21.42633 -9.72432 27.13558  -0.2625
H 12.25096 -8.04472 21.47357  0.0606
C 15.77533 -8.98412 16.47664  -0.0719
C 14.54135 -13.98843 22.03882  -0.2538
H 13.69891 -15.97073 28.81200  0.1166
C 22.59427 -10.67040 27.17526  -0.0801
H 5.47156 -16.08061 23.15651  0.1119
H 8.80094 -14.62918 17.30262  0.1137
C 10.19592 -18.05067 21.26666  -0.2494
C 17.52137 -6.37547 20.69513  -0.0619
H 15.28346 -11.66301 25.80443  0.0961
H 11.22970 -6.72372 21.20634  0.0776
H 12.87899 -13.48599 33.65126  0.1178
C 10.35982 -14.50608 24.91953  -0.0738
C 16.19920 -19.07087 24.02792  -0.0600
C 20.70231 -17.94037 21.27263  -0.2917
P 18.75164 -19.79923 21.20121  0.4767
P 9.46820 -16.39981 19.41428  0.4553
H 15.48226 -18.26389 24.16430  0.0734
H 11.59630 -15.22532 17.57670  0.1177
O 14.52905 -9.74965 20.87912  -0.2344
H 10.65858 -10.11738 24.46756  0.1035
O 12.74585 -12.95465 31.82139  -0.1761
C 18.26723 -9.21257 24.07792  -0.2628
C 20.60133 -16.76812 22.18974  -0.0877
H 15.49805 -7.07376 20.69196  0.1107
H 21.47590 -9.08548 28.01927  0.1192
O 20.75524 -7.44807 23.93314  -0.2060
H 13.57766 -9.93616 26.05350  0.0849
H 21.24454 -6.12456 27.87764  0.1180
C 15.40002 -11.38283 30.39078  -0.2601
O 6.36208 -15.61163 27.19148  -0.1718
C 7.98177 -14.71316 18.02865  -0.3026
H 15.09754 -11.05539 32.49176  0.0685
H 15.18438 -14.57129 31.97611  0.0672
H 15.04363 -14.32078 21.13185  0.1102
H 9.71362 -8.21249 19.89736  0.1083
H 18.20281 -12.10631 19.55150  0.1184
C 6.74568 -14.67876 28.22158  -0.2442
O 21.49494 -9.13834 25.81854  -0.1952
H 13.05569 -10.86605 24.47449  0.0822
H 21.55946 -4.14820 26.31182  0.0777
O 20.10698 -7.18771 26.45441  -0.1976
H 16.34723 -19.61584 24.95887  0.0779
C 16.41551 -7.30845 21.22700  -0.2518
C 10.32100 -8.12296 25.35392  -0.0689
O 7.72687 -9.05711 21.38507  -0.2322
H 14.53943 -9.95281 17.89026  0.1129
C 15.07018 -10.48384 31.56012  -0.0729
H 14.07034 -10.04691 31.55061  0.0816
O 8.17878 -15.25625 25.44800  -0.1633
H 16.48085 -11.51192 30.34700  0.1193
H 15.07202 -9.08672 15.65238  0.0839
H 16.42300 -8.11014 16.36631  0.0817
H 12.29272 -7.31390 19.87249  0.0639
C 20.35590 -21.50096 20.10564  -0.2503
H 12.58840 -15.59680 26.67982  0.0740
O 12.43706 -11.93658 29.47887  -0.2379
H 15.53165 -12.91532 19.36970  0.0659
H 14.37102 -8.23470 17.95075  0.1212
C 14.24544 -12.00188 25.75358  -0.2484
H 22.03776 -6.48712 26.25287  0.1098
H 12.75062 -15.02522 21.66619  0.0713
O 9.04543 -9.11866 23.54733  -0.1821
H 14.89817 -12.96074 22.16607  0.1093
O 16.75304 -11.01126 20.42614  -0.1776
C 9.01898 -14.07736 25.48207  -0.2295
H 12.37297 -13.93396 27.09210  0.0488
O 9.43623 -17.39959 18.31503  -0.2304
O 20.12056 -19.13322 21.78970  -0.1997
H 17.46343 -6.18931 19.61731  0.0687
H 14.82460 -15.03658 33.64327  0.0783
H 19.87962 -13.83328 23.72139  0.0732
H 16.33821 -7.10832 22.29444  0.1130
P 15.27646 -14.08856 24.55812  0.4171
H 16.84694 -9.89470 25.44670  0.0877
H 8.87465 -13.98510 21.91256  0.0694
C 20.71789 -4.84675 26.30409  -0.0802
H 9.79752 -18.92166 20.74336  0.1244
H 15.72717 -19.82297 23.38603  0.0798
H 16.65564 -13.45071 18.09540  0.0863
C 6.83133 -15.43443 17.33098  -0.0715
C 21.13266 -6.22791 26.80126  -0.2615
H 5.62249 -13.03743 29.05691  0.0713
P 20.43878 -8.12546 25.18396  0.4154
H 19.20905 -12.48515 24.71681  0.0771
H 5.22020 -13.39666 27.46260  0.0717
H 18.88386 -22.51536 18.93378  0.0809
C 15.11659 -9.02216 17.82642  -0.2680
C 11.88545 -15.45128 18.60417  -0.2461

Output
energy above the lowest of the compared OMol25 structures with the same formula, charge and spin	346.2	kJ/mol
SMILES	CCOP(=O)(OCC)OCC.CCOP(=O)(OCC)OCC.CCOP(=O)(OCC)OCC.CCOP(=O)(OCC)OCC.CCOP(=O)(OCC)OCC.CCOP(=O)(OCC)OCC.CCOP(=O)(OCC)OCC.CCOP(=O)(OCC)OCC
molecular weight	1457.25	g mol⁻¹
frontier orbital gap	10.18	eV